Molecular formula: C32H29AsClI2N5OS5Zr
Method: DFT, wB97M-V/def2-TZVPD

```
77
Properties=species:S:1:pos:R:3:forces:R:3
Zr 0.696 -1.585 0.834 -0.195 1.377 0.553
I -4.848 0.610 6.175 0.295 0.106 -0.946
C -3.757 0.472 4.282 -1.215 -0.485 1.586
C -2.758 1.348 4.066 1.500 1.810 -1.880
C -1.875 1.104 2.964 -1.366 -0.874 0.613
I -0.683 2.636 2.329 0.554 0.404 -0.007
C -2.000 -0.077 2.166 0.574 0.154 0.289
O -1.133 -0.421 1.225 -0.835 0.102 0.392
C -3.190 -0.821 2.400 -0.122 -1.190 -1.802
C -3.586 -1.932 1.374 -0.339 0.179 1.851
N -4.054 -1.536 0.055 -1.219 -0.431 1.549
C -5.267 -0.748 0.098 -1.703 0.293 -2.889
C -5.349 0.635 0.750 -0.311 -1.492 0.685
C -4.299 1.524 0.721 0.777 -0.062 -1.079
C -4.407 2.743 1.361 -0.522 -0.452 0.057
C -5.551 2.929 2.115 -0.320 1.617 0.555
C -6.602 1.973 2.052 -0.211 2.454 1.870
N -6.515 0.847 1.419 0.871 -0.677 -1.295
C -4.048 -0.588 3.441 0.542 0.712 1.168
H -2.767 2.378 4.480 0.325 -1.082 0.233
H -4.458 -2.400 1.880 0.629 -0.393 -0.368
H -2.710 -2.592 1.316 -0.722 0.021 -0.260
H -3.278 -1.162 -0.391 1.356 1.263 -1.493
H -6.097 -1.386 0.495 0.774 0.570 0.097
H -5.682 -0.549 -1.029 1.197 -0.560 2.182
H -3.360 1.305 0.177 -0.719 -0.102 0.266
H -3.610 3.465 1.221 -0.094 0.043 0.509
H -5.584 3.889 2.729 -0.516 -1.493 -0.800
H -7.555 2.198 2.617 1.089 -0.389 -0.629
H -4.897 -1.167 3.756 -0.173 -0.566 -0.672
S 0.007 -3.738 4.825 0.336 0.068 0.088
As 1.773 -3.148 3.880 -0.821 0.807 -0.613
S 1.395 -0.878 3.167 0.194 -1.149 -0.171
S -0.735 -3.738 1.272 -0.067 0.454 -0.134
S 1.256 -3.957 1.544 1.111 -0.396 0.087
C -2.951 -3.417 -3.420 -1.285 -0.387 0.569
C -2.798 -2.059 -3.238 1.311 1.308 1.019
C -1.589 -1.542 -2.630 -1.321 0.527 -1.196
C -0.655 -2.417 -2.179 1.746 -1.125 0.275
C -0.845 -3.797 -2.279 -0.859 -0.324 -0.522
C -1.959 -4.284 -2.940 -0.229 -0.213 0.735
N 0.579 -2.053 -1.543 -0.647 0.762 0.981
C 1.610 -1.713 -2.222 1.866 -0.291 -0.531
C 2.857 -1.120 -1.567 -0.754 -0.367 0.726
C 4.053 -0.908 -2.407 -0.586 0.209 0.182
C 3.990 -1.026 -3.731 0.251 0.179 -0.003
C 2.788 -1.446 -4.334 0.179 -0.126 -0.228
C 1.709 -1.799 -3.656 -1.842 -0.006 -0.220
H -3.957 -3.870 -3.654 1.239 0.712 -0.177
H -3.577 -1.303 -3.375 0.049 -0.566 -0.421
H -1.367 -0.461 -2.565 -0.428 -0.631 0.122
H -0.163 -4.457 -1.768 0.163 -0.061 -0.061
H -2.204 -5.347 -2.870 0.314 0.224 -0.319
H 2.399 -0.094 -1.540 0.199 0.342 0.220
H 4.913 -0.453 -1.938 0.133 -0.234 0.262
H 4.759 -0.710 -4.379 1.113 0.224 -0.518
H 2.700 -1.481 -5.393 0.213 -0.036 -0.865
H 0.851 -2.061 -4.261 -0.255 -0.267 0.301
N 7.201 2.767 -2.475 1.316 -0.201 0.267
C 7.594 3.468 -1.382 0.373 0.718 -1.178
S 9.113 4.168 -1.324 -0.574 -0.507 0.238
C 6.558 3.703 -0.358 -1.849 -1.314 0.712
C 5.677 2.650 0.032 0.905 0.000 -0.019
C 4.742 2.806 1.084 1.952 1.343 -0.751
N 4.712 3.977 1.727 -0.734 0.017 -0.208
C 5.418 5.035 1.263 -1.054 -2.126 1.080
C 6.329 4.924 0.257 0.793 1.384 -0.672
H 7.927 2.434 -3.123 -0.711 0.503 0.532
H 6.249 2.525 -2.649 -0.464 -0.232 0.151
H 5.875 1.662 -0.384 -0.378 0.137 0.015
H 4.144 1.981 1.432 -0.277 -0.050 0.088
H 5.218 5.907 1.853 0.272 0.675 -0.197
H 6.823 5.844 -0.057 0.274 -0.426 -0.035
Cl 0.976 0.937 -0.312 0.088 -0.260 -0.039
C 3.030 -1.476 -0.099 -2.072 -0.390 0.289
H 3.349 -0.664 0.546 0.510 -0.013 -0.111
H 3.450 -2.464 0.094 0.399 0.244 -0.086
```
Forces are in eV/Å.

HOMO-LUMO gap, eV: 4.92
Electronic energy, eV: -188176.926
Total charge: -2
Energy relative to the best compared isomer or geometry (same formula, charge and spin), kcal/mol: 53.1
E_HOMO, eV: -2.135

Atomic partial charges in e from the Löwdin method, atoms 1 to 2: number 1, Zr, carries 0.852; number 2, I, carries 0.663